No. 1
Here is the molecule C18H25N3O5S from OMol25. Energies are from ωB97M-V with the def2-TZVPD basis set.

Cartesian coordinates (Å):
1 C 3.96683 5.82803 2.47337
2 C 4.12597 4.27641 2.67576
3 O 3.01738 3.49389 2.18171
4 C 3.21279 2.23105 2.17302
5 C 3.18157 1.66396 3.43512
6 C 3.12108 0.19246 3.58173
7 N 1.98865 -0.26815 2.82697
8 C 0.90018 -0.66632 3.29518
9 S 0.55982 -0.24636 4.89206
10 N -0.21606 -1.07147 2.48695
11 C -0.04737 -1.60197 1.40374
12 C -0.97658 -2.04205 0.55887
13 C -0.81187 -2.24717 -1.01192
14 C 0.31668 -2.30751 -1.34808
15 C 1.52944 -1.81960 -0.71492
16 C 1.18546 -1.26668 0.75573
17 C 2.31148 -0.72507 1.36657
18 O 3.45511 -0.67591 1.07114
19 H 2.38717 -1.85989 -1.09676
20 H 0.46329 -2.54669 -2.31471
21 C -1.99346 -2.86780 -1.60279
22 O -3.05718 -3.38315 -0.82069
23 N -2.10434 -2.71683 -2.83112
24 H -1.49758 -1.91740 -3.15702
25 C -3.05275 -3.14225 -3.75353
26 H -3.91954 -3.62867 -3.24448
27 H -2.89681 -3.19560 -4.81111
28 C -3.95857 -1.71972 -3.98237
29 O -4.22655 -0.70453 -2.79550
30 C -5.30001 -1.27000 -2.07040
31 H -6.11124 -1.65609 -2.61334
32 H -4.79469 -2.25041 -1.57847
33 H -5.48918 -0.56889 -1.32632
34 O -3.03603 -0.72711 -4.92634
35 C -3.60503 0.45486 -5.34603
36 H -4.61997 0.03794 -5.80802
37 H -3.75985 0.96375 -4.59772
38 H -3.07059 0.94226 -5.82741
39 H -4.90250 -1.79628 -4.51785
40 H -2.10838 -2.06290 1.10516
41 H -1.27322 -1.06381 2.96203
42 H 3.95047 -0.14413 3.36479
43 H 3.07074 -0.24381 4.63617
44 H 2.14209 2.07321 4.02005
45 H 3.97743 1.89535 4.35693
46 H 4.10294 1.91608 1.65789
47 H 2.35106 1.97599 1.47988
48 H 4.18151 4.27091 3.71793
49 H 5.19937 3.80706 2.32818
50 H 4.94018 6.38751 3.02213
51 H 3.15229 6.10759 2.89086
52 H 4.03839 5.88592 1.37695

Cartesian forces (eV/Å) of the 2 atoms listed first:
8.35 -2.94 -2.88
1.87 0.21 -0.71

The value obtained for the LUMO energy is -1.4 eV. The value obtained for the HOMO-LUMO gap is 0.2436 Eh.

=====

No. 2
Here is the molecule C18H25N5O2 from OMol25. Energies are from ωB97M-V with the def2-TZVPD basis set.

Cartesian coordinates (Å):
1 O -3.25831 -3.70940 -0.05208
2 N -0.28188 -0.17168 -0.82786
3 N 1.06444 -0.82356 0.95580
4 O 3.76031 4.78369 -0.50978
5 C -2.39826 -2.92645 0.21306
6 C -0.90744 -1.08067 -0.19736
7 C 0.92087 0.05992 -0.03312
8 C -0.11454 -1.53040 0.82377
9 C -0.48503 -2.54507 1.58049
10 N 0.15345 -3.23953 2.60904
11 N -1.64586 -3.18040 1.32693
12 N -2.08267 -1.75088 -0.51742
13 C -4.79940 -0.01748 -2.43954
14 C -0.47401 -4.45749 3.16649
15 C -1.74491 -4.36225 2.18595
16 C -2.88336 -1.45513 -1.66524
17 C -4.24100 -0.87398 -1.27280
18 C 2.38361 3.49271 0.91016
19 C 1.92773 3.51494 -1.41965
20 C 4.06097 2.35739 -0.53340
21 C 1.83459 2.03483 1.15274
22 C 1.19240 2.19387 -1.23815
23 C 3.30592 0.96373 -0.58188
24 C 3.09620 3.58737 -0.40527
25 C 1.80061 1.25793 -0.19047
26 H 3.98196 5.12936 0.33798
27 H 0.96107 -2.82896 2.97718
28 H -4.11100 0.84161 -2.61265
29 H -5.78721 0.49099 -2.31649
30 H -4.86793 -0.83262 -3.25802
31 H -0.64773 -4.50812 4.15243
32 H 0.07176 -5.38065 2.91587
33 H -1.84066 -5.25877 1.64592
34 H -2.57664 -4.14025 2.80814
35 H -2.32343 -0.67897 -2.30381
36 H -3.13519 -2.36425 -2.23441
37 H -4.99385 -1.69896 -1.07052
38 H -4.29821 -0.23008 -0.43843
39 H 1.60209 4.28635 0.90367
40 H 2.96984 3.85730 1.70640
41 H 1.17647 4.31873 -1.38462
42 H 2.40104 3.64019 -2.43744
43 H 4.82472 2.44239 -1.35164
44 H 4.60507 2.37492 0.35076
45 H 0.82910 1.96593 1.54464
46 H 2.54810 1.50511 1.73220
47 H 1.23782 1.65233 -2.17595
48 H 0.15904 2.37259 -1.02692
49 H 3.28922 0.63440 -1.58975
50 H 3.74011 0.28741 0.08506

Cartesian forces (eV/Å) of the 2 atoms listed first:
-1.79 -0.66 -1.19
1.85 3.18 -0.72

The value obtained for the LUMO energy is 0.5 eV. The value obtained for the HOMO-LUMO gap is 0.3157 Eh.

=====

No. 3
Here is C18H25N8PdS2Te as an isolated structure from OMol25. Energies are from ωB97M-V with the def2-TZVPD basis set.

Cartesian coordinates (Å):
1 Pd 0.52855 0.77133 0.74439
2 C 4.16448 2.98746 -0.08292
3 C 2.80895 2.35535 -0.08013
4 N 2.25504 1.81980 0.96660
5 N 2.89334 1.79357 2.20030
6 C 2.32497 1.08489 3.19151
7 N 2.88000 1.04598 4.38268
8 S 0.86305 0.20983 2.91831
9 C 1.96126 2.33262 -1.28858
10 C 2.30053 3.03090 -2.43121
11 C 1.40464 3.07336 -3.49776
12 C 0.19162 2.42669 -3.36638
13 C -0.07587 1.73646 -2.19016
14 N 0.78606 1.65712 -1.18067
15 H 4.79236 2.64634 0.73362
16 H 4.07206 4.07559 -0.02082
17 H 4.68966 2.74975 -1.00604
18 H 3.70889 2.36877 2.34966
19 H 3.74842 1.51358 4.60513
20 H 2.44628 0.51951 5.12828
21 H 3.23955 3.56337 -2.49393
22 H 1.65074 3.61963 -4.39855
23 H -0.54666 2.44624 -4.15609
24 H -1.01116 1.22383 -2.06057
25 Te -1.97034 1.77521 1.65325
26 C -3.68220 1.06555 0.97711
27 C -4.18326 1.01187 -0.35219
28 C -5.49208 0.58842 -0.41688
29 C -6.01008 0.30806 0.85635
30 S -4.92006 0.55561 2.09566
31 H -3.60538 1.32883 -1.20225
32 H -6.07843 0.49823 -1.32002
33 H -7.01686 -0.02949 1.07078
34 C -1.05374 -1.92478 1.30593
35 N -1.27679 -3.27690 0.90593
36 C -1.93542 -3.29826 -0.40533
37 N -1.09018 -2.65724 -1.42027
38 C -0.84231 -1.29838 -1.04752
39 N -0.16637 -1.19064 0.29881
40 C 1.14073 -2.00187 0.19208
41 N 0.86992 -3.35008 -0.19376
42 C 0.00793 -3.98693 0.80824
43 C 0.19111 -3.37289 -1.49104
44 H -0.55252 -1.90276 2.27709
45 H -2.00107 -1.39724 1.36301
46 H -2.89060 -2.77122 -0.34093
47 H -2.12665 -4.32810 -0.69767
48 H -1.77874 -0.75175 -0.97953
49 H -0.17912 -0.84320 -1.78476
50 H 1.62657 -1.97760 1.16333
51 H 1.77215 -1.51532 -0.55483
52 H 0.50409 -3.97747 1.78011
53 H -0.17066 -5.02061 0.52060
54 H 0.00833 -4.40474 -1.78180
55 H 0.82528 -2.90629 -2.24619

Cartesian forces (eV/Å) of the 2 atoms listed first:
0.89 -0.80 -0.32
-0.19 -0.07 -0.10

Its net charge is +3. The value obtained for the LUMO energy (spin up / spin down) is -11.6 / -11.7 eV. The value obtained for the HOMO-LUMO gap (spin up / spin down) is 0.1869 / 0.1844 Eh.

=====

No. 4
Here is C18H26AuNOSe3 as an isolated structure from OMol25. Energies are from ωB97M-V with the def2-TZVPD basis set.

Cartesian coordinates (Å):
1 Au 1.23597 -0.34342 1.81946
2 C 5.38379 1.42822 2.62448
3 Se 3.95699 0.12123 2.25496
4 C 3.36922 -0.08046 4.12189
5 C 2.61134 1.11603 4.65875
6 Se 0.70533 1.16564 4.14463
7 C 0.35274 2.69774 5.35901
8 H 5.89202 1.60663 1.68141
9 H 6.07154 0.99770 3.34658
10 H 4.95488 2.35397 2.99599
11 H 4.26868 -0.26182 4.70809
12 H 2.75835 -0.98472 4.13526
13 H 3.05576 2.05618 4.33559
14 H 2.60849 1.09370 5.74813
15 H 0.68979 2.42578 6.35401
16 H -0.71987 2.86360 5.35141
17 H 0.87838 3.56947 4.98249
18 C -2.89342 2.20281 -5.83241
19 C -2.27864 1.63089 -4.59271
20 C -2.95467 1.66229 -3.37334
21 C -2.42146 1.10278 -2.22978
22 C -3.18301 1.17666 -0.93813
23 C -1.14678 0.47644 -2.31102
24 Se -0.48579 -0.42654 -0.81244
25 C -0.41970 0.48475 -3.53087
26 C 0.95464 -0.10638 -3.67138
27 C -1.01040 1.05713 -4.64215
28 H -3.86186 2.65502 -5.62931
29 H -3.02825 1.41654 -6.57784
30 H -2.24173 2.95564 -6.27874
31 H -3.92478 2.14261 -3.32203
32 H -4.11161 1.73002 -1.06965
33 H -2.58844 1.67274 -0.17134
34 H -3.42030 0.18001 -0.56606
35 H 1.43166 -0.24596 -2.70746
36 H 1.57854 0.54644 -4.28207
37 H 0.90419 -1.07607 -4.17140
38 H -0.46376 1.06550 -5.57885
39 O 0.66802 -2.51532 1.95899
40 N -0.18755 -3.06255 1.11636
41 C 0.26602 -3.69422 0.01558
42 C -0.60002 -4.34284 -0.83314
43 C -1.96131 -4.33996 -0.56532
44 C -2.41067 -3.66109 0.55869
45 C -1.50972 -3.02556 1.37971
46 H 1.33619 -3.66777 -0.12040
47 H -0.20993 -4.84326 -1.70748
48 H -2.65453 -4.86560 -1.20604
49 H -3.46452 -3.62002 0.79264
50 H -1.77983 -2.49057 2.27725

Cartesian forces (eV/Å) of the 2 atoms listed first:
0.01 0.06 -0.26
-0.57 0.20 -0.28

Its net charge is +1. The value obtained for the LUMO energy (spin up / spin down) is -3.6 / -4.7 eV. The value obtained for the HOMO-LUMO gap (spin up / spin down) is 0.2582 / 0.2262 Eh. The spin multiplicity is 2.

=====

Relative energy (zero: lowest compared OMol25 entry of this formula, charge and spin) for the records above, in order: 467.8, 18.4, 15.1, 5.0 kcal/mol
E_tot for the records above, in order: -1638.9188, -1125.1311, -2330.2219, -8171.1239 hartree